A single C6H12N2 molecule at a distorted geometry. Source: the OMol25 dataset; level of theory: the ωB97M-V functional and the def2-TZVPD basis.

```
20
C6H12N2 | the OMol25 dataset | the ωB97M-V functional and the def2-TZVPD basis
N 1.06 1.10 0.46
C 0.34 -0.11 0.79
C -1.09 0.00 1.14
C -1.67 0.09 -0.38
N -0.81 0.63 -1.30
C 0.54 0.09 -1.53
C 0.58 -1.12 -0.47
C 1.31 -1.11 0.92
H 0.50 1.98 0.42
H 1.91 1.31 1.24
H -1.41 -0.95 1.57
H -1.02 0.91 1.81
H -2.65 0.79 -0.43
H -1.90 -0.90 -0.55
H -0.97 1.67 -1.50
H 0.49 -0.17 -2.64
H 1.54 0.70 -1.40
H -0.20 -1.92 -0.75
H 1.11 -2.06 1.42
H 2.33 -0.92 1.20
```

Kohn-Sham gap, eV: 8.803
Lowest unoccupied orbital energy, eV: 1.01
SMILES string: N[C@@]12CCNC[C@H]1C2
Highest occupied orbital energy, Eh: -0.28637

=====

2 unconnected molecules or ions with the total composition C3H6N2O. Source: the OMol25 dataset; level of theory: the ωB97M-V functional and the def2-TZVPD basis.

```
12
C3H6N2O | the OMol25 dataset | the ωB97M-V functional and the def2-TZVPD basis
N -0.97 1.09 1.97
C 0.03 0.72 1.37
C 1.22 0.36 0.90
O 1.49 -0.90 0.45
H -1.74 1.41 1.37
H 1.94 1.15 0.70
H 1.02 -1.01 -0.41
C -0.32 -0.65 -1.54
N -0.97 0.16 -0.81
H 0.39 -0.24 -2.26
H -0.49 -1.73 -1.55
H -1.59 -0.36 -0.18
```

Kohn-Sham gap, eV: 9.327
Lowest unoccupied orbital energy, eV: 0.67
SMILES string: N=C=CO.C=N
Highest occupied orbital energy, Eh: -0.31797

=====

A gas-phase ion, C3H7N2 (charge +1) at a distorted geometry. Source: the OMol25 dataset; level of theory: the ωB97M-V functional and the def2-TZVPD basis.

```
12
C3H7N2 | the OMol25 dataset | the ωB97M-V functional and the def2-TZVPD basis
N 1.86 0.01 -1.06
C 0.72 0.06 -0.59
C -0.19 -1.05 -0.23
N -1.06 -0.17 0.58
C -0.11 1.04 0.32
H 2.49 0.79 -1.15
H -0.66 -1.42 -1.17
H 0.42 -1.71 0.22
H -2.03 -0.21 0.34
H -1.24 -0.52 1.52
H 0.37 1.35 1.34
H -0.56 1.83 -0.11
```

Kohn-Sham gap, eV: 10.600
Lowest unoccupied orbital energy, eV: -3.87
Total charge: +1
SMILES string: N=C1C[NH2+]C1
Highest occupied orbital energy, Eh: -0.53174

=====

A molecular structure, C4H7NO. Source: the OMol25 dataset; level of theory: the ωB97M-V functional and the def2-TZVPD basis.

```
13
C4H7NO | the OMol25 dataset | the ωB97M-V functional and the def2-TZVPD basis
C -0.85 1.68 -1.33
N 0.39 1.17 -0.75
C 0.31 0.12 -0.07
C 1.26 -0.83 0.63
C -0.04 -1.43 1.19
O -0.82 -0.60 0.30
H -1.70 1.01 -1.17
H -0.70 1.81 -2.40
H -1.09 2.66 -0.91
H 1.99 -0.44 1.33
H 1.74 -1.50 -0.09
H -0.23 -2.49 1.03
H -0.26 -1.16 2.23
```

Kohn-Sham gap, eV: 10.583
Lowest unoccupied orbital energy, eV: 1.01
Highest occupied orbital energy, Eh: -0.35191

=====

2 unconnected molecules or ions with the total composition C4H13NO2 at a distorted geometry. Source: the OMol25 dataset; level of theory: the ωB97M-V functional and the def2-TZVPD basis.

```
20
C4H13NO2 | the OMol25 dataset | the ωB97M-V functional and the def2-TZVPD basis
C 0.29 0.45 2.27
C 0.45 1.16 0.87
N -0.86 1.13 0.15
C 1.54 0.49 -0.02
C 1.61 0.66 -1.58
O 1.15 2.03 -1.98
H 1.20 -0.04 2.45
H -0.37 -0.34 2.20
H 0.24 1.17 3.16
H 0.78 2.28 0.92
H -0.72 1.40 -0.87
H -1.65 1.88 0.48
H 2.53 0.86 0.27
H 1.69 -0.59 -0.01
H 2.66 0.57 -1.87
H 0.93 0.06 -2.22
H 1.92 2.58 -2.17
O -4.73 -4.97 -0.65
H -4.34 -5.56 0.06
H -4.32 -5.21 -1.47
```

Kohn-Sham gap, eV: 9.669
Lowest unoccupied orbital energy, eV: 0.84
SMILES string: C[C@H](N)CCO.O
Highest occupied orbital energy, Eh: -0.32454

=====

A molecular structure, C13H13HgIN5S at a distorted geometry. Source: the OMol25 dataset; level of theory: the ωB97M-V functional and the def2-TZVPD basis.

```
34
C13H13HgIN5S | the OMol25 dataset | the ωB97M-V functional and the def2-TZVPD basis
Hg 5.49 -14.26 -6.88
C 9.74 -15.13 -5.17
C 8.50 -14.51 -5.74
N 7.70 -15.06 -6.61
N 7.98 -16.35 -6.94
C 7.11 -16.88 -7.88
N 7.53 -18.12 -8.28
S 5.69 -16.20 -8.65
C 7.99 -13.31 -5.12
C 8.64 -12.58 -4.03
C 7.94 -11.66 -3.35
C 6.62 -11.27 -3.76
C 6.16 -11.89 -4.91
N 6.76 -12.88 -5.57
H 10.18 -15.80 -5.92
H 9.44 -15.82 -4.33
H 10.45 -14.32 -5.00
H 8.41 -18.48 -7.88
H 7.11 -18.55 -9.11
H 9.66 -12.90 -3.73
H 8.47 -11.31 -2.47
H 6.06 -10.53 -3.18
H 5.18 -11.65 -5.24
I 4.29 -15.04 -4.04
C 2.74 -13.43 -3.77
C 3.09 -12.26 -3.16
C 2.13 -11.20 -3.18
C 0.89 -11.43 -3.73
C 0.65 -12.72 -4.20
N 1.56 -13.72 -4.23
H 4.02 -12.22 -2.60
H 2.45 -10.21 -2.84
H 0.09 -10.80 -3.80
H -0.34 -12.98 -4.57
```

Kohn-Sham gap (spin up / spin down), eV: 5.228 / 6.969
Multiplicity: 2
Lowest unoccupied orbital energy (spin up / spin down), eV: -0.47 / -0.50
Highest occupied orbital energy (spin up / spin down), Eh: -0.20948 / -0.27450

=====

4 unconnected molecules or ions with the total composition C33H37N3O2PSi at a distorted geometry. Source: the OMol25 dataset; level of theory: the ωB97M-V functional and the def2-TZVPD basis.

```
77
C33H37N3O2PSi | the OMol25 dataset | the ωB97M-V functional and the def2-TZVPD basis
C -0.27 0.27 4.44
C -0.89 -0.18 3.50
C -1.62 -0.56 2.31
C -3.13 -0.30 2.43
C -3.55 1.17 2.14
C -2.42 2.12 2.39
C -1.53 2.40 1.40
O -1.68 1.80 0.16
C -2.61 2.42 -0.51
N -3.40 3.00 -1.10
C -0.43 3.21 1.60
Si 0.86 3.48 0.18
C 1.76 1.83 -0.04
C 0.09 3.94 -1.45
C 2.11 4.73 0.80
N -0.21 3.77 2.77
N -1.09 3.52 3.72
C -0.83 4.15 4.92
C -0.60 4.69 5.96
C -2.17 2.73 3.62
P -3.31 2.43 5.08
O -3.92 1.09 5.05
H 0.27 0.39 5.34
H -1.18 -0.10 1.44
H -1.48 -1.63 2.18
H -3.47 -0.55 3.42
H -3.61 -0.94 1.71
H -4.38 1.42 2.78
H -3.91 1.28 1.13
H 2.01 1.43 0.94
H 2.65 1.98 -0.63
H 1.08 1.15 -0.56
H -0.55 4.82 -1.42
H -0.50 3.13 -1.89
H 0.89 4.14 -2.15
H 1.88 5.75 0.54
H 3.08 4.44 0.41
H 2.17 4.67 1.89
H -0.15 5.25 6.74
H -4.25 3.47 5.01
H -2.50 2.61 6.21
C 4.69 -0.52 3.70
C 3.51 0.04 3.22
C 2.64 -0.72 2.46
C 2.93 -2.04 2.17
C 4.11 -2.61 2.65
C 4.99 -1.85 3.41
H 5.37 0.07 4.29
H 3.28 1.08 3.45
H 1.72 -0.28 2.09
H 2.25 -2.64 1.58
H 4.34 -3.64 2.43
H 5.90 -2.29 3.78
C -1.05 -0.20 -2.16
C -2.39 -0.56 -2.12
C -2.80 -1.78 -2.63
C -1.86 -2.65 -3.17
C -0.52 -2.30 -3.19
C -0.11 -1.07 -2.69
H -0.74 0.76 -1.78
H -3.12 0.12 -1.70
H -3.84 -2.06 -2.61
H -2.17 -3.61 -3.56
H 0.21 -2.98 -3.60
H 0.94 -0.79 -2.72
C 0.18 -4.17 -6.64
C 0.21 -5.42 -6.04
C 1.09 -6.38 -6.50
C 1.94 -6.10 -7.56
C 1.90 -4.85 -8.17
C 1.02 -3.88 -7.71
H -0.51 -3.41 -6.28
H -0.44 -5.64 -5.21
H 1.12 -7.36 -6.04
H 2.63 -6.85 -7.92
H 2.57 -4.63 -8.99
H 0.99 -2.91 -8.18
```

Kohn-Sham gap, eV: 5.288
Lowest unoccupied orbital energy, eV: -5.36
Total charge: +1
Highest occupied orbital energy, Eh: -0.39133

=====

A molecular structure, C9H17BeN3O3 at a distorted geometry. Source: the OMol25 dataset; level of theory: the ωB97M-V functional and the def2-TZVPD basis.

```
33
C9H17BeN3O3 | the OMol25 dataset | the ωB97M-V functional and the def2-TZVPD basis
Be 0.08 -0.19 -0.05
O 0.72 -1.71 -0.75
C 0.05 -2.81 -0.81
O -1.76 -0.81 0.82
C -2.02 -1.98 0.46
O -3.18 -2.50 0.80
N -1.26 -2.88 -0.30
C -3.28 -3.89 0.30
C -1.97 -4.20 -0.34
H -4.10 -3.90 -0.41
H -3.48 -4.51 1.17
H -2.08 -4.53 -1.37
H -1.41 -4.94 0.23
C 0.67 -3.96 -1.39
C 2.05 -4.04 -1.39
H 0.04 -4.74 -1.84
H 2.66 -3.29 -0.91
H 2.51 -4.90 -1.84
N -0.40 1.16 -0.99
C 0.72 2.14 -1.11
C 1.10 2.71 0.26
C 0.91 1.83 1.49
N 1.14 0.39 1.16
H -1.26 1.56 -0.56
H -0.73 0.80 -1.90
H 1.56 1.61 -1.58
H 0.39 2.92 -1.79
H 2.16 3.01 0.21
H 0.55 3.64 0.42
H 1.62 2.09 2.28
H -0.10 1.91 1.90
H 1.06 -0.24 1.97
H 2.07 0.19 0.77
```

Kohn-Sham gap, eV: 9.864
Lowest unoccupied orbital energy, eV: -7.72
Total charge: +2
Highest occupied orbital energy, Eh: -0.64606

=====

Let's list E in order: -9391.3692 -8232.5918 -6195.5126 -7797.8125 -9942.1119 -44250.4159 -60540.3422 -20611.5689 eV.